89
Properties=species:S:1:pos:R:3 method="wB97M-V/def2-TZVPD" charge=+1 lumo_ev=-3.7 orbital_gap_ev=8.17 energy_ha=-1771.20449 homo_ev=-11.826
N -6.4218 4.4548 0.8186
C -7.0793 3.3120 0.6386
N -7.5199 2.5299 1.6203
C -7.2907 1.1010 1.2104
C -6.0171 0.9882 0.3809
C -5.6761 -0.4617 0.0052
C -5.4248 -1.3844 1.1921
S -4.4399 -2.8178 0.6421
C -2.8177 -2.2785 0.8275
N -1.9924 -2.0618 -0.1161
N -0.8077 -1.6907 0.4301
C -0.9754 -1.7068 1.7067
O -2.2079 -2.0604 2.0311
C -6.2390 1.7876 -0.9155
N -7.2976 2.8453 -0.6259
H -6.5829 5.0990 1.5774
H -5.6675 4.6703 0.1880
H -6.9461 2.7257 2.4379
H -7.3219 0.4386 2.0648
H -8.1178 0.8189 0.5634
H -5.1495 1.3867 0.9081
H -6.4363 -0.8351 -0.6767
H -4.7521 -0.4158 -0.5677
H -4.9522 -0.8839 2.0326
H -6.3405 -1.8293 1.5670
H -0.2008 -1.4789 2.4074
H -5.3093 2.2814 -1.1868
H -6.6284 1.1696 -1.7131
H -7.2019 3.6485 -1.2403
C 4.0480 -0.8173 5.3637
C 4.4796 -2.1892 4.8527
C 5.1503 -2.1415 3.4811
C 4.2684 -1.6237 2.3446
C 2.9715 -2.4011 2.1292
C 3.1950 -3.8594 1.7396
H 3.3032 -0.3588 4.7105
H 3.6062 -0.9002 6.3578
H 4.9027 -0.1418 5.4323
H 3.6167 -2.8608 4.8309
H 5.1845 -2.6226 5.5663
H 5.5157 -3.1422 3.2322
H 6.0394 -1.5065 3.5425
H 4.8499 -1.6424 1.4177
H 4.0251 -0.5718 2.5216
H 2.4028 -1.9109 1.3326
H 2.3462 -2.3534 3.0279
H 3.7839 -3.9293 0.8233
H 2.2419 -4.3606 1.5633
H 3.7153 -4.4112 2.5235
C -4.5348 1.4819 -4.7553
C -4.8477 2.9517 -4.4892
C -6.3377 3.2802 -4.5882
C -6.9686 3.0517 -5.9615
C -6.3128 3.8232 -7.1051
C -6.3994 5.3384 -6.9432
H -4.8134 1.1879 -5.7668
H -3.4677 1.2898 -4.6411
H -5.0683 0.8344 -4.0537
H -4.2721 3.5783 -5.1733
H -4.5015 3.2064 -3.4801
H -6.4893 4.3230 -4.2883
H -6.8848 2.6728 -3.8535
H -8.0262 3.3268 -5.9072
H -6.9508 1.9846 -6.1982
H -6.8075 3.5413 -8.0367
H -5.2666 3.5252 -7.2140
H -7.4395 5.6628 -6.8728
H -5.9499 5.8407 -7.7996
H -5.8736 5.6815 -6.0501
C 11.0782 -1.4624 3.2167
C 10.6981 -2.6769 2.3744
C 10.5912 -2.3706 0.8814
C 9.5150 -1.3508 0.5069
C 8.0995 -1.7180 0.9479
C 7.5795 -3.0035 0.3100
H 10.3257 -0.6747 3.1526
H 11.1736 -1.7396 4.2674
H 12.0342 -1.0478 2.8913
H 9.7594 -3.0997 2.7435
H 11.4563 -3.4515 2.5138
H 10.4134 -3.3046 0.3410
H 11.5572 -1.9997 0.5250
H 9.5255 -1.2183 -0.5795
H 9.7734 -0.3752 0.9282
H 7.4287 -0.8973 0.6770
H 8.0513 -1.8046 2.0370
H 7.5810 -2.9249 -0.7791
H 6.5549 -3.2038 0.6300
H 8.1841 -3.8669 0.5908